99
Properties=species:S:1:pos:R:3:forces:R:3:lowdin_spin:R:1 method="wB97M-V/def2-TZVPD" fmax_ev_per_a=0.351 s_squared=0.75 multiplicity=2 lumo_ev="-0.28 / -0.28" energy_ha=-2482.14066 orbital_gap_ev="7.234 / 8.671"
C -0.137 -4.364 0.641 0.069 -0.048 -0.055 0.000
C 0.302 -3.073 -0.030 -0.061 0.057 0.000 0.000
F 1.399 -3.386 -0.867 -0.070 -0.010 -0.052 0.000
C 0.727 -1.951 0.911 0.044 -0.075 -0.016 0.001
C 0.159 -0.574 0.519 0.008 0.091 0.008 0.000
O 0.220 -0.398 -0.886 0.015 -0.102 0.021 0.001
C 1.503 -0.233 -1.472 -0.067 0.031 0.090 0.002
C 1.524 -0.793 -2.907 0.078 -0.004 -0.012 0.000
C 0.140 -1.180 -3.436 0.006 -0.052 -0.075 0.000
C 2.256 0.173 -3.857 0.053 0.053 -0.038 0.000
C 3.662 0.510 -3.351 0.067 -0.040 0.015 0.000
C 1.459 1.450 -4.131 0.055 0.038 -0.001 0.000
C 0.892 0.502 1.328 -0.045 -0.044 0.049 0.015
C 0.278 1.926 1.262 -0.060 0.013 -0.030 0.022
C -0.103 2.391 2.672 0.002 -0.025 0.004 0.007
C 1.291 2.923 0.704 0.019 -0.037 0.078 -0.003
N -0.917 1.925 0.360 0.197 -0.246 -0.157 0.384
O -0.729 2.365 -0.824 -0.135 0.146 0.152 0.520
C -1.979 0.879 0.533 0.019 0.073 -0.036 0.022
C -2.955 1.275 1.644 -0.036 -0.063 -0.045 0.009
C -2.767 0.786 -0.771 0.008 -0.075 0.025 -0.002
C -1.328 -0.493 0.856 0.017 0.062 0.065 0.015
H -0.571 -4.184 1.624 -0.073 0.022 -0.050 0.000
H -0.871 -4.887 0.027 0.014 -0.031 0.034 0.000
H 0.729 -5.017 0.763 0.010 0.048 0.091 0.000
H -0.465 -2.705 -0.713 -0.002 0.006 0.061 0.000
H 1.820 -1.919 0.908 -0.013 -0.002 0.022 0.000
H 0.426 -2.168 1.938 0.003 -0.021 -0.015 0.000
H 2.258 -0.744 -0.867 0.039 0.025 -0.054 0.000
H 1.749 0.833 -1.475 -0.052 0.008 0.020 0.001
H 2.120 -1.711 -2.882 0.022 0.037 -0.024 0.000
H -0.651 -0.511 -3.102 0.055 0.053 -0.031 0.000
H 0.155 -1.181 -4.528 0.007 -0.029 0.007 0.000
H -0.121 -2.192 -3.120 -0.058 0.055 0.067 0.000
H 2.383 -0.365 -4.802 -0.123 -0.057 0.030 0.000
H 4.307 0.831 -4.171 -0.032 0.056 0.013 0.000
H 3.647 1.318 -2.615 -0.024 -0.024 0.011 0.000
H 4.138 -0.356 -2.884 -0.002 -0.024 -0.075 0.000
H 1.503 2.134 -3.280 -0.074 -0.025 0.011 0.000
H 1.865 1.983 -4.994 0.038 0.000 0.031 0.000
H 0.407 1.245 -4.333 0.020 -0.006 -0.035 0.000
H 1.950 0.534 1.057 -0.026 -0.021 -0.102 0.001
H 0.856 0.152 2.365 0.085 0.042 0.009 0.001
H 0.815 2.626 3.215 -0.001 -0.024 -0.003 0.000
H -0.630 1.625 3.240 0.009 0.032 -0.021 0.000
H -0.710 3.296 2.641 0.009 -0.013 0.005 0.001
H 0.894 3.938 0.738 -0.015 -0.026 -0.064 0.000
H 1.567 2.691 -0.320 -0.012 0.010 -0.006 0.000
H 2.186 2.884 1.329 -0.016 0.005 0.027 0.000
H -3.624 0.432 1.832 -0.039 0.038 -0.010 0.000
H -3.571 2.119 1.335 0.067 0.035 0.011 0.000
H -2.462 1.519 2.581 -0.051 -0.016 -0.037 0.000
H -3.608 0.107 -0.606 0.019 -0.004 0.006 0.000
H -2.147 0.398 -1.576 0.005 0.046 -0.005 0.000
H -3.159 1.759 -1.058 0.020 -0.009 -0.010 -0.001
H -1.869 -1.257 0.292 0.017 -0.031 0.049 0.001
H -1.448 -0.731 1.918 0.011 0.062 0.000 0.001
C 2.875 -5.098 -4.800 0.014 0.024 0.020 0.000
N 2.974 -3.626 -5.008 -0.031 0.059 0.078 0.000
O 4.026 -3.080 -4.755 -0.063 -0.027 -0.038 0.000
O 1.974 -3.065 -5.413 0.077 -0.043 -0.059 0.000
H 3.833 -5.453 -4.440 -0.006 0.000 -0.002 0.000
H 2.079 -5.261 -4.080 0.000 -0.007 -0.004 0.000
H 2.606 -5.538 -5.756 -0.011 -0.002 0.007 0.000
C -6.458 4.556 3.580 0.017 0.008 -0.016 0.000
N -5.861 3.667 2.545 0.066 -0.039 -0.039 0.000
O -5.462 4.176 1.519 -0.036 -0.039 0.057 0.000
O -5.810 2.482 2.806 -0.064 0.069 0.008 0.000
H -6.432 5.573 3.207 -0.001 -0.004 0.003 0.000
H -7.471 4.208 3.753 0.005 -0.002 0.006 0.000
H -5.866 4.435 4.482 -0.004 -0.003 0.000 0.000
C 1.432 3.960 6.614 -0.040 -0.066 -0.071 0.000
N 0.237 4.206 5.760 -0.055 0.010 -0.061 0.000
O -0.816 3.694 6.088 0.070 0.034 -0.025 0.000
O 0.395 4.908 4.781 -0.012 -0.013 0.093 0.000
H 1.139 3.329 7.443 -0.007 0.007 0.020 0.000
H 2.180 3.493 5.979 0.004 0.005 0.009 0.000
H 1.789 4.926 6.953 0.022 0.023 0.008 0.000
C 0.541 6.065 11.046 0.019 0.007 -0.017 0.000
N 1.110 5.084 10.081 0.056 -0.088 -0.035 0.000
O 2.078 5.421 9.427 -0.090 0.019 0.084 0.000
O 0.566 4.002 10.013 0.039 0.084 -0.013 0.000
H 1.129 6.972 10.992 -0.005 -0.002 0.003 0.000
H -0.494 6.228 10.759 -0.001 -0.003 0.008 0.000
H 0.583 5.605 12.028 -0.008 0.001 -0.004 0.000
C 1.023 -1.766 -8.244 0.042 -0.012 0.026 0.000
N 0.412 -2.288 -9.499 -0.029 -0.011 -0.032 0.000
O 0.972 -3.206 -10.062 -0.041 0.054 0.030 0.000
O -0.613 -1.756 -9.873 0.070 -0.040 0.013 0.000
H 1.920 -2.334 -8.039 -0.007 0.005 0.003 0.000
H 1.234 -0.712 -8.404 -0.028 0.004 0.002 0.000
H 0.288 -1.882 -7.453 -0.002 0.010 -0.004 0.000
C -1.167 -7.432 -1.435 -0.008 -0.008 0.003 0.000
N -1.413 -8.429 -2.514 -0.003 -0.034 -0.026 0.000
O -2.346 -9.192 -2.382 0.068 0.050 -0.020 0.000
O -0.649 -8.403 -3.459 -0.050 -0.004 0.053 0.000
H -1.913 -7.569 -0.661 -0.008 -0.014 -0.019 0.000
H -0.160 -7.607 -1.066 0.004 0.029 -0.001 0.000
H -1.227 -6.448 -1.891 0.019 -0.002 -0.005 0.000

95
Properties=species:S:1:pos:R:3:forces:R:3:lowdin_spin:R:1 method="wB97M-V/def2-TZVPD" fmax_ev_per_a=1.019 s_squared=0.76 multiplicity=2 lumo_ev="-0.18 / -0.15" energy_ha=-5474.13832 de_lowest_kcal_mol=23.7 orbital_gap_ev="6.654 / 6.677"
Ti 0.000 -0.076 -0.171 0.790 -0.393 0.509 0.055
C 0.941 -4.470 2.632 0.019 0.009 -0.006 0.000
N 0.940 -3.037 2.386 -0.029 0.003 0.065 0.001
C 2.261 -2.447 2.501 -0.011 0.000 -0.018 0.003
C 0.179 -2.550 1.288 -0.006 0.070 -0.121 0.034
O 0.019 -1.197 1.325 0.087 -0.052 0.059 -0.004
C -1.184 -3.243 1.209 -0.026 -0.028 0.019 0.018
O -2.013 -2.581 0.261 -0.005 0.052 0.018 0.003
C -3.115 -1.903 0.773 0.008 -0.008 -0.057 0.000
C -2.872 -0.418 1.035 -0.049 0.106 -0.067 0.000
O -1.943 0.200 0.480 0.158 0.035 -0.417 0.001
N -3.758 0.235 1.778 0.176 -0.075 0.304 0.000
C -4.845 -0.432 2.481 -0.037 -0.008 -0.011 0.000
C -3.458 1.585 2.249 -0.044 0.061 -0.067 0.000
H 1.510 -4.646 3.545 -0.005 0.000 0.005 0.000
H -0.068 -4.840 2.814 -0.001 -0.006 -0.013 0.000
H 1.395 -5.050 1.821 0.002 -0.005 0.004 0.000
H 2.609 -2.564 3.528 0.008 -0.017 -0.002 0.000
H 2.988 -2.912 1.820 0.005 0.009 0.001 0.001
H 2.198 -1.382 2.290 0.000 0.005 0.013 0.001
H -1.073 -4.277 0.883 0.006 0.011 -0.027 0.002
H -1.624 -3.205 2.210 -0.013 -0.017 -0.004 0.003
H -3.907 -1.949 0.015 -0.014 -0.017 0.025 0.000
H -3.492 -2.391 1.674 0.047 0.029 0.042 0.000
H -5.276 -1.233 1.888 -0.002 0.004 -0.007 0.000
H -4.509 -0.824 3.444 0.012 -0.006 -0.004 0.000
H -5.628 0.301 2.661 0.008 0.006 0.007 0.000
H -2.651 2.002 1.661 -0.004 -0.006 0.013 0.000
H -4.347 2.208 2.152 -0.004 -0.007 -0.011 0.000
H -3.142 1.540 3.294 0.004 -0.010 -0.004 0.000
C -1.757 -1.883 -2.949 0.013 0.011 0.015 0.001
C -1.644 -0.368 -3.043 -0.015 -0.013 -0.038 0.000
C -1.288 0.016 -4.477 -0.019 -0.020 -0.002 0.000
C -2.946 0.315 -2.641 0.007 -0.007 0.000 0.000
O -0.583 0.068 -2.169 -0.125 0.225 0.092 0.001
Ge 0.540 1.630 -2.537 -0.010 -0.132 0.021 0.000
O 1.625 0.721 -1.215 -0.280 0.029 -0.016 0.002
C 2.928 0.219 -1.592 0.093 0.037 0.091 0.000
C 3.777 1.433 -1.962 0.020 -0.022 0.001 0.000
C 2.828 -0.746 -2.769 0.017 0.025 -0.003 0.000
C 3.526 -0.462 -0.371 -0.028 -0.001 -0.016 0.001
O -0.389 2.324 -1.105 -0.235 0.118 -0.169 0.000
C -0.567 3.735 -0.932 0.076 0.002 -0.025 0.000
C -1.756 3.932 -0.004 0.023 0.011 0.005 0.000
C -0.882 4.400 -2.274 0.007 0.025 0.028 0.000
C 0.707 4.328 -0.336 -0.003 0.005 -0.005 0.000
H -0.834 -2.352 -3.291 0.005 -0.005 0.015 0.000
H -1.928 -2.203 -1.925 -0.010 -0.006 0.003 0.001
H -2.582 -2.229 -3.575 0.004 0.002 -0.009 0.000
H -2.020 -0.416 -5.161 -0.006 0.001 0.006 0.000
H -1.294 1.098 -4.622 0.013 0.001 -0.004 0.000
H -0.302 -0.370 -4.741 0.002 0.011 -0.004 0.000
H -3.749 0.024 -3.320 0.004 0.007 -0.007 0.000
H -3.231 0.041 -1.626 -0.007 -0.003 -0.002 0.000
H -2.832 1.401 -2.676 0.003 0.000 0.020 0.000
H 3.396 1.923 -2.861 -0.006 0.010 0.013 0.000
H 3.776 2.151 -1.140 -0.004 0.007 -0.003 0.000
H 4.805 1.126 -2.159 -0.006 -0.003 -0.005 0.000
H 2.410 -0.241 -3.644 -0.015 -0.008 0.000 0.000
H 3.827 -1.095 -3.040 0.002 -0.009 0.014 0.000
H 2.207 -1.603 -2.518 0.004 0.007 -0.018 0.000
H 3.578 0.251 0.453 -0.004 -0.009 0.010 0.000
H 2.926 -1.317 -0.065 0.007 -0.005 -0.004 0.001
H 4.534 -0.816 -0.594 0.006 0.010 0.000 0.000
H -1.991 4.995 0.093 0.002 0.000 0.004 0.000
H -2.628 3.419 -0.414 -0.004 -0.006 0.012 0.000
H -1.526 3.534 0.980 -0.006 -0.006 0.004 0.000
H -1.774 3.951 -2.720 0.006 -0.009 -0.011 0.000
H -1.071 5.464 -2.126 -0.010 -0.002 -0.001 0.000
H -0.055 4.307 -2.980 -0.001 -0.001 0.000 0.000
H 1.008 3.750 0.537 -0.012 0.018 -0.005 0.000
H 1.517 4.294 -1.071 0.009 -0.021 0.014 0.000
H 0.559 5.371 -0.046 0.002 0.004 -0.007 0.000
O 1.214 -3.842 -0.490 -0.099 -0.026 -0.006 0.420
N 0.910 -2.731 -0.021 0.062 -0.054 -0.083 0.402
O 0.578 -1.724 -0.893 -0.121 -0.003 -0.051 0.050
C 4.377 2.227 3.758 -0.017 -0.002 0.000 0.000
C 3.192 1.353 3.426 0.034 0.006 0.025 0.000
O 2.088 2.210 3.099 0.013 -0.121 -0.049 0.000
P 0.662 1.585 2.708 -0.151 0.199 0.133 0.000
O 0.764 1.136 1.251 -0.309 -0.024 -0.115 0.000
Te -0.157 0.133 4.372 -0.018 0.052 -0.121 0.000
O -0.193 2.938 2.641 0.030 -0.072 0.000 0.000
C 0.063 4.129 3.403 -0.004 0.041 0.013 0.000
C -0.290 3.988 4.867 0.001 0.006 -0.012 0.000
H 5.220 1.609 4.069 0.004 -0.001 -0.012 0.000
H 4.129 2.906 4.574 0.006 -0.004 0.006 0.000
H 4.680 2.818 2.893 -0.004 0.010 0.005 0.000
H 2.907 0.721 4.271 -0.014 0.004 -0.003 0.000
H 3.408 0.708 2.570 -0.007 -0.008 0.014 0.000
H -0.555 4.891 2.926 0.000 -0.009 -0.010 0.000
H 1.109 4.411 3.275 0.005 -0.007 -0.002 0.000
H -1.319 3.650 4.986 0.001 -0.003 0.006 0.000
H -0.180 4.959 5.355 0.006 0.002 -0.003 0.000
H 0.359 3.269 5.363 -0.012 -0.007 0.003 0.000

Q: Look up the multiplicity of the second one.
A: 2